Entry 1:
# C4H6Cl2O4Pd

A molecular structure, C4H6Cl2O4Pd (the ωB97M-V functional and the def2-TZVPD basis, the OMol25 dataset).

Computed properties:
E_LUMO (alpha / beta) (eV): 6.0 / 6.0
Orbital gap (alpha / beta) (eV): 7.3 / 7.6
<S²>: 2.00
Total charge: -2
Multiplicity: 3
E_HOMO (alpha / beta) (hartree): -0.048 / -0.059

Structure (XYZ):
```
17
Properties=species:S:1:pos:R:3:forces:R:3
Pd 1.194 -0.585 0.335 0.42 -0.26 -0.26
C -1.490 -2.351 -2.326 -0.82 0.49 -0.19
C -0.556 -1.598 -1.407 0.55 0.56 -0.03
O -1.060 -0.941 -0.465 -0.12 -0.40 0.20
O 0.680 -1.619 -1.661 -0.25 -0.31 0.21
H -2.333 -1.682 -2.546 0.11 -0.08 0.00
H -1.934 -3.198 -1.803 0.25 -0.20 -0.08
H -1.021 -2.618 -3.268 0.15 -0.30 0.09
C -0.040 3.026 1.934 0.44 0.11 0.34
C 0.520 1.787 1.251 -0.15 -0.09 -0.33
O 0.959 0.859 1.984 -0.15 0.21 0.18
O 0.523 1.754 0.000 -0.01 0.06 0.20
H -0.885 3.438 1.389 0.02 0.03 -0.12
H 0.783 3.750 1.955 -0.19 0.14 -0.07
H -0.310 2.825 2.971 -0.06 -0.11 -0.05
Cl 1.333 -2.606 1.874 -0.08 0.07 -0.24
Cl 3.637 -0.242 -0.216 -0.11 0.06 0.14
```
Forces are in eV/Å.

These are the Löwdin partial charges, in e, on atoms 1 to 4: atom 1 (Pd): 0.684, atom 2 (C): -0.042, atom 3 (C): -0.772, atom 4 (O): -0.105

Entry 2:
# C4H6Cl3N

2 unconnected molecules or ions with the total composition C4H6Cl3N in a non-equilibrium geometry (the ωB97M-V functional and the def2-TZVPD basis, the OMol25 dataset).

Computed properties:
E_LUMO (eV): 0.6
SMILES: ClC=C(Cl)Cl.C=NC
Energy relative to the best compared isomer or geometry (same formula, charge and spin) (kJ/mol): 115.1
Orbital gap (eV): 10.0
Multiplicity: 1
E_HOMO (hartree): -0.345

Structure (XYZ):
```
14
Properties=species:S:1:pos:R:3:forces:R:3
Cl -1.566 -1.803 -0.413 -0.18 -0.02 0.27
C -2.135 -0.243 -0.874 -0.66 0.45 2.47
C -2.668 0.660 -0.015 1.11 -0.49 -0.89
Cl -2.439 0.511 1.688 -0.51 -0.05 -0.31
Cl -3.367 2.167 -0.564 0.43 -0.78 0.18
H -1.908 -0.117 -1.874 -0.39 0.79 -1.87
C 2.259 0.481 -0.779 0.24 -1.32 1.67
N 1.468 0.563 0.208 -0.49 -0.01 -0.67
C 1.294 -0.602 1.112 0.11 2.25 -0.52
H 2.987 -0.320 -0.924 -0.17 -0.67 0.21
H 2.388 1.200 -1.533 -0.38 1.57 -0.64
H 0.305 -0.986 0.914 0.05 -0.33 0.01
H 2.086 -1.275 0.913 0.67 -1.28 0.11
H 1.298 -0.236 2.140 0.16 -0.10 -0.03
```
Forces are in eV/Å.

These are the Löwdin partial charges, in e, on atoms 1 to 4: atom 1 (Cl): 0.642, atom 2 (C): -0.643, atom 3 (C): -1.188, atom 4 (Cl): 0.625

Entry 3:
# C4H6Cl4NP

C4H6Cl4NP in the gas phase in a non-equilibrium geometry (the ωB97M-V functional and the def2-TZVPD basis, the OMol25 dataset).

Computed properties:
E_LUMO (alpha / beta) (eV): -1.7 / -1.5
SMILES: CP(=NC(C)(Cl)Cl)=C(Cl)Cl
Energy relative to the best compared isomer or geometry (same formula, charge and spin) (kJ/mol): 197.9
Orbital gap (alpha / beta) (eV): 7.0 / 7.2
Multiplicity: 1
E_HOMO (alpha / beta) (hartree): -0.320 / -0.320

Structure (XYZ):
```
16
Properties=species:S:1:pos:R:3:forces:R:3
C 1.113 -2.093 0.932 -3.36 -1.63 0.83
P 0.806 -0.283 0.760 1.23 -0.67 -1.30
N -0.514 0.017 -0.075 2.00 -1.16 0.66
C -1.252 1.158 -0.202 -0.54 -0.31 0.01
C -2.366 0.874 -1.200 0.66 2.23 -2.26
Cl -0.331 2.670 -0.560 -0.05 0.10 -0.42
Cl -2.066 1.507 1.372 -0.47 0.25 0.76
C 2.432 0.109 0.119 -0.72 0.51 1.19
Cl 3.776 -0.728 0.800 0.41 0.01 -0.05
Cl 2.863 1.679 -0.339 0.04 0.33 -0.54
H 0.261 -2.535 1.691 2.30 1.11 -1.67
H 2.141 -2.411 1.228 -1.27 0.42 -0.29
H 0.770 -2.507 -0.066 0.73 0.29 1.05
H -1.948 0.838 -2.284 -0.33 -0.03 1.85
H -2.991 1.859 -1.207 0.17 -2.45 0.17
H -2.695 -0.154 -0.969 -0.81 1.01 0.02
```
Forces are in eV/Å.

These are the Löwdin partial charges, in e, on atoms 1 to 4: atom 1 (C): -0.297, atom 2 (P): 0.807, atom 3 (N): -0.297, atom 4 (C): -1.394

Entry 4:
# C4H6ClFN2

C4H6ClFN2 in the gas phase in a non-equilibrium geometry (the ωB97M-V functional and the def2-TZVPD basis, the OMol25 dataset).

Computed properties:
E_LUMO (eV): 0.7
SMILES: CN/C=N\C=C(/F)Cl
Energy relative to the best compared isomer or geometry (same formula, charge and spin) (kJ/mol): 174.0
Orbital gap (eV): 8.9
Multiplicity: 1
E_HOMO (hartree): -0.301

Structure (XYZ):
```
14
Properties=species:S:1:pos:R:3:forces:R:3
C -1.049 3.498 -1.386 -1.79 2.93 -1.60
N -1.017 2.081 -1.256 2.49 -1.36 0.65
C -1.514 1.472 -0.096 0.61 -1.95 2.33
N -1.094 0.341 0.514 -1.43 3.60 -3.58
C -0.103 -0.331 -0.221 1.18 -1.62 3.10
C 0.575 -1.199 0.573 -0.44 -0.59 -1.50
F 0.142 -1.561 1.754 -0.30 0.55 1.11
Cl 1.855 -2.281 0.171 0.17 0.33 -0.62
H -1.047 3.785 -2.518 0.29 -0.58 1.90
H -2.095 3.891 -1.081 1.92 -0.39 0.05
H -0.164 4.036 -0.898 -1.48 -0.59 -0.35
H 0.017 1.880 -1.447 -2.16 -0.73 0.45
H -2.348 1.974 0.472 0.90 -0.18 -1.06
H 0.149 -0.330 -1.250 0.03 0.59 -0.85
```
Forces are in eV/Å.

These are the Löwdin partial charges, in e, on atoms 1 to 4: atom 1 (C): -0.170, atom 2 (N): -0.104, atom 3 (C): -0.183, atom 4 (N): 0.038

Here are the calculated E numbers, same order: -40962.935 -43300.551 -65111.005 -22463.174 (eV).